[1]
Formula: C30H25Cl5N5O5RuS
Source: the OMol25 dataset
Level of theory: ωB97M-V/def2-TZVPD

Structure (XYZ):
```
72
Properties=species:S:1:pos:R:3:forces:R:3
Ru 1.467 -1.006 1.261 -0.7 -0.7 -0.2
Cl -4.673 -3.321 0.098 0.0 -0.1 0.1
Cl 6.055 0.707 0.089 0.1 0.0 -0.2
Cl -2.320 -3.153 -4.701 0.0 -0.1 -0.2
Cl 5.867 2.605 5.118 0.0 0.1 0.1
Cl -4.725 3.713 -3.123 -0.1 0.3 -0.2
S -3.567 3.636 -0.338 -0.1 0.1 -0.1
O 3.254 -0.189 0.676 -0.4 -0.2 0.0
O -2.407 -2.122 2.518 0.1 -0.1 -0.1
O 1.265 -2.616 -0.144 0.4 0.8 0.0
O -2.533 1.186 -4.375 0.0 0.0 -0.3
O 0.410 -4.691 -0.275 0.2 0.3 -0.1
N -0.512 0.635 1.262 0.2 -0.6 0.1
N 0.990 -0.042 -1.026 0.3 -0.1 0.1
N 0.255 0.069 -3.096 0.1 0.1 0.1
N 1.835 0.268 2.842 0.3 0.2 0.0
N -0.221 -1.933 1.841 0.4 -0.1 0.0
C 1.690 0.933 -1.680 0.0 0.1 -0.1
C -1.617 0.059 2.005 0.1 -0.1 -0.1
C -1.448 -1.451 2.145 -0.1 0.3 0.2
C 3.730 1.361 3.957 0.1 0.0 -0.1
C 0.157 -0.553 -1.900 -0.1 0.0 0.1
C 1.134 0.369 4.007 -0.2 -0.2 0.0
C -2.626 -0.913 -3.148 -0.3 -0.7 0.0
C 1.650 0.959 5.130 0.2 0.1 -0.1
C -3.870 -2.404 -1.129 0.1 0.3 -0.1
C -2.007 -0.113 -4.273 0.2 0.1 0.0
C 3.142 0.725 2.836 0.2 0.0 0.0
C -2.249 2.658 -2.400 0.6 0.4 -0.2
C 2.958 1.479 5.140 -0.2 0.0 0.2
C 5.764 1.618 2.617 -0.2 0.0 0.2
C -0.468 -0.255 -4.311 -0.4 -0.1 0.0
C -1.921 3.068 -0.123 -0.1 -0.1 0.2
C 5.058 1.798 3.794 0.0 0.0 -0.3
C -0.103 -3.368 1.662 0.3 0.0 -0.5
C -3.068 -0.316 -1.971 0.0 0.3 -0.1
C -1.382 2.586 -1.302 0.0 0.2 -0.1
C 5.161 0.963 1.557 -0.3 -0.1 0.0
C -3.442 -3.040 -2.279 0.0 -0.2 0.0
C -3.680 -1.038 -0.963 0.0 -0.4 0.1
C 3.848 0.475 1.644 0.3 0.2 0.1
C -3.515 3.143 -2.025 -0.3 -0.4 0.3
C 2.562 -2.252 2.395 0.0 0.1 0.0
C 0.576 -3.613 0.283 -0.6 -0.5 0.8
C -2.830 -2.295 -3.271 0.0 0.6 0.2
C 1.246 1.017 -2.966 0.2 -0.1 0.1
C -1.866 2.329 -3.799 -0.1 0.3 0.4
H -1.068 -3.865 1.706 0.0 0.0 0.0
H 2.388 -2.369 3.461 -0.2 0.1 0.0
H -0.369 2.203 -1.371 -0.1 0.1 0.0
H -2.328 -0.578 -5.209 0.0 -0.2 0.0
H 6.779 1.976 2.529 0.0 0.0 0.0
H -0.080 0.364 -5.119 0.1 0.0 0.0
H -3.584 -4.104 -2.403 0.0 0.0 0.0
H 3.379 1.916 6.032 0.0 0.1 0.0
H -1.463 3.147 0.851 0.0 0.1 -0.1
H -0.270 -1.299 -4.560 0.1 0.0 0.0
H -0.663 0.502 0.272 -0.1 0.3 0.0
H 1.027 1.026 6.012 0.0 0.0 0.0
H 0.574 -3.803 2.402 -0.1 0.0 0.1
H -0.528 -1.361 -1.705 0.1 -0.1 0.0
H 2.457 1.502 -1.182 0.0 -0.1 0.0
H -2.587 0.223 1.527 0.0 0.1 0.1
H 3.583 -2.425 2.068 -0.1 0.0 -0.2
H 1.553 1.641 -3.788 -0.1 0.0 0.0
H -2.159 3.148 -4.463 0.0 -0.1 0.0
H -0.413 1.629 1.423 0.1 -0.2 0.0
H -2.933 0.756 -1.855 -0.1 -0.2 0.0
H 0.143 -0.063 4.010 0.0 0.0 0.0
H -0.782 2.223 -3.847 0.0 0.0 -0.1
H -1.666 0.494 3.004 0.0 0.0 0.0
H -4.017 -0.558 -0.055 0.0 0.0 0.0
```
Positions in Å, forces in eV/Å.

Calculated total energy ... -125231.547 eV
HOMO energy (alpha / beta) ... 0.8 / -2.5 eV
HOMO-LUMO gap (alpha / beta) ... 3.2 / 5.8 eV
Energy relative to the best compared isomer or geometry (same formula, charge and spin) ... 50.0 kcal/mol
Net charge ... -2
Expectation value of S² ... 8.795
Multiplicity ... 6

---

[2]
Formula: C30H25F12N3O2SeTi
Source: the OMol25 dataset
Level of theory: ωB97M-V/def2-TZVPD

Structure (XYZ):
```
74
Properties=species:S:1:pos:R:3:forces:R:3
Se 1.076 1.221 -3.316 0.1 0.0 -0.3
Ti 0.242 -0.097 -1.006 1.1 -1.0 -1.1
F -2.907 2.752 -1.123 0.0 0.1 -0.1
F -2.914 1.016 -3.356 0.0 0.0 -0.1
F 2.940 2.874 0.877 -0.1 0.2 -0.1
F -3.533 1.732 0.659 0.0 0.1 0.1
F -4.701 1.559 -1.150 -0.1 0.0 0.1
F 0.151 2.711 0.643 -0.1 0.1 0.0
F 3.255 1.899 2.769 -0.1 0.1 0.2
F -4.227 -0.548 -2.647 0.0 0.0 -0.1
F 0.782 2.613 2.714 0.0 -0.1 -0.2
F 4.003 1.002 0.969 0.0 0.0 -0.1
F -0.657 1.207 1.967 -0.1 0.2 0.1
F -2.149 -0.975 -2.986 0.2 -0.1 0.0
O -1.280 0.806 -1.161 -1.7 0.2 -0.1
O 1.659 0.710 -0.191 0.1 0.8 1.3
N 2.583 3.331 -2.097 0.4 -0.1 0.0
N 0.565 3.946 -2.507 -0.3 0.2 -0.1
N -0.418 -1.007 0.523 -0.1 -0.2 0.5
C 2.474 4.643 -1.680 0.1 -0.2 0.0
C 2.549 -0.894 2.779 0.0 0.1 0.1
C -3.532 -2.396 2.055 0.0 -0.1 0.1
C 1.637 0.898 1.202 0.1 0.4 0.2
C 0.449 1.873 1.640 0.4 -0.4 0.0
C 3.722 -2.600 4.212 -0.1 0.0 0.0
C 0.740 -1.793 -2.243 -0.1 -0.1 -0.2
C 2.103 -1.889 -1.712 -0.1 -0.2 -0.2
C 0.685 -2.704 1.931 -0.1 -0.2 -0.1
C -2.818 -0.764 -0.069 0.0 0.1 -0.1
C 2.620 -2.196 3.264 0.1 0.0 0.1
C 2.969 1.680 1.486 -0.1 -0.6 -0.3
C -4.528 -1.982 1.187 -0.1 0.0 0.0
C -1.793 -1.291 0.752 0.2 0.3 0.1
C -0.808 3.944 -3.007 0.1 0.0 0.1
C -2.593 0.369 -1.085 -0.1 0.0 0.0
C 0.940 -3.743 -1.051 0.1 0.0 0.1
C 3.802 2.525 -2.063 -0.1 0.2 0.0
C -4.141 -1.138 0.161 0.0 0.0 0.0
C 1.567 -0.475 1.891 0.1 0.0 -0.1
C 1.414 2.907 -2.608 0.0 0.1 0.2
C -5.973 -2.361 1.385 0.1 0.0 0.0
C -2.995 -0.044 -2.540 0.0 0.1 0.3
C 0.587 -1.401 1.464 -0.1 0.3 0.0
C -2.211 -2.048 1.850 0.0 0.0 0.0
C 1.210 5.031 -1.937 -0.2 -0.2 -0.1
C 1.675 -3.098 2.815 0.0 -0.1 0.0
C 0.073 -3.021 -1.811 0.1 0.1 -0.1
C -3.451 1.622 -0.664 0.2 -0.2 -0.1
C 2.195 -3.033 -0.975 -0.1 -0.1 0.1
H -0.940 -3.293 -2.072 0.0 0.0 0.0
H 2.902 -1.201 -1.933 0.0 0.1 0.1
H 3.292 5.170 -1.222 0.0 0.0 0.0
H 4.256 2.498 -3.052 0.0 0.0 0.0
H 3.065 -3.358 -0.419 0.0 0.0 0.0
H -6.549 -1.524 1.786 0.0 0.0 0.0
H -6.437 -2.654 0.442 0.0 0.0 0.0
H -4.916 -0.728 -0.471 0.0 0.0 0.0
H -0.830 4.263 -4.048 0.0 0.0 0.0
H -1.404 4.618 -2.397 0.0 0.0 0.0
H -6.070 -3.195 2.081 0.0 0.0 0.0
H 4.673 -2.705 3.684 0.0 0.0 0.0
H -1.205 2.936 -2.932 0.0 0.0 0.0
H 3.303 -0.202 3.120 0.0 0.0 0.0
H 3.551 1.518 -1.754 0.0 -0.1 0.1
H 0.568 -1.433 -3.254 0.0 0.0 -0.1
H -0.027 -3.433 1.574 0.0 0.0 0.0
H 3.501 -3.554 4.689 0.0 0.0 0.0
H 0.728 -4.690 -0.570 0.0 0.1 0.0
H 4.488 2.969 -1.350 0.0 0.0 0.1
H -1.486 -2.358 2.583 0.0 0.0 0.0
H 3.863 -1.853 4.995 0.0 0.0 0.0
H 0.708 5.965 -1.756 0.0 -0.1 0.0
H 1.713 -4.132 3.144 0.0 0.0 0.0
H -3.788 -3.000 2.920 0.0 0.0 0.0
```
Positions in Å, forces in eV/Å.

Calculated total energy ... -161156.835 eV
HOMO energy ... -7.7 eV
HOMO-LUMO gap ... 7.9 eV
Energy relative to the best compared isomer or geometry (same formula, charge and spin) ... 31.0 kcal/mol

---

[3]
Formula: C30H25F3N6OPdS
Source: the OMol25 dataset
Level of theory: ωB97M-V/def2-TZVPD

Structure (XYZ):
```
67
Properties=species:S:1:pos:R:3:forces:R:3
Pd -0.310 0.289 0.387 0.1 0.0 0.0
S -2.012 1.710 0.090 0.0 0.1 0.0
F 5.356 7.389 -2.165 0.0 0.0 0.0
F 6.660 5.725 -2.623 0.0 0.0 0.0
F 6.533 6.472 -0.602 0.0 0.0 0.1
O 4.069 -0.070 0.641 0.0 0.0 0.0
N -5.350 0.118 -0.465 0.1 0.0 0.1
N 1.134 -1.220 0.138 0.0 0.0 0.0
N -4.461 0.990 -0.360 -0.1 0.0 0.0
N -3.030 -0.796 0.212 0.0 0.0 -0.1
N -1.877 -1.092 0.669 0.0 0.0 0.0
N 3.619 -1.280 2.474 0.0 0.0 0.0
C 1.297 -4.120 -0.090 0.0 0.0 0.0
C 5.959 -0.821 1.921 0.0 0.0 0.0
C 4.033 3.000 -0.920 -0.1 0.0 0.0
C -6.678 0.380 -0.791 0.0 0.0 0.0
C 1.692 -3.332 1.188 0.0 0.0 0.0
C 2.706 3.446 -0.796 0.1 -0.1 0.0
C 3.395 5.699 -1.285 0.0 0.0 0.0
C 5.818 6.222 -1.709 0.0 0.0 0.0
C 4.497 -0.669 1.608 0.0 0.0 0.0
C 1.701 2.502 -0.478 -0.1 0.0 0.1
C 0.061 -4.747 0.660 0.0 0.0 0.0
C -2.018 -3.546 0.058 0.0 0.0 0.0
C -3.187 0.542 -0.015 -0.1 0.0 0.0
C -9.307 0.774 -1.425 0.0 0.0 0.0
C 5.025 3.907 -1.229 0.0 0.0 0.0
C 4.703 5.248 -1.410 0.0 0.0 0.0
C -7.116 1.686 -1.037 0.0 0.0 0.0
C -0.588 -2.600 1.822 0.0 0.0 0.0
C 0.889 -1.906 -1.094 0.0 0.0 0.0
C 0.900 1.643 -0.149 0.0 0.1 0.0
C 0.302 -3.780 1.852 0.0 0.0 0.0
C -7.531 -0.726 -0.855 0.0 0.0 0.0
C -8.856 -0.519 -1.175 0.0 0.0 0.0
C 1.698 -1.832 1.111 0.0 0.0 0.0
C 2.394 4.799 -0.978 0.0 0.0 0.0
C 0.982 -3.219 -1.235 0.0 0.0 0.0
C -1.530 -2.425 0.871 0.0 0.0 0.0
C 2.201 -1.056 2.307 0.0 0.0 0.0
C -8.442 1.869 -1.356 0.0 0.0 0.0
C -1.275 -4.649 -0.011 0.0 0.0 0.0
H 1.990 0.004 2.145 0.0 0.0 0.0
H 0.274 -5.777 0.936 0.0 0.0 0.0
H 0.407 -4.214 2.846 0.0 0.0 0.0
H -10.346 0.935 -1.678 0.0 0.0 0.0
H -7.158 -1.723 -0.654 0.0 0.0 0.0
H 1.369 5.129 -0.881 0.0 0.0 0.0
H 0.844 -3.653 -2.217 0.0 0.0 0.0
H 3.167 6.745 -1.433 0.0 0.0 0.0
H 4.253 1.953 -0.758 0.0 0.0 0.0
H 0.687 -1.240 -1.921 0.0 0.0 0.0
H -8.814 2.864 -1.553 0.0 0.0 0.0
H 1.702 -1.391 3.219 0.0 0.0 0.0
H 2.024 -4.869 -0.396 0.0 0.0 0.0
H 2.552 -3.724 1.725 0.0 0.0 0.0
H 6.432 0.155 1.841 0.0 0.0 0.0
H -5.087 -0.863 -0.287 0.0 0.0 0.0
H -2.963 -3.453 -0.459 0.0 0.0 0.0
H 6.410 -1.469 1.170 0.0 0.0 0.0
H -0.384 -1.774 2.495 0.0 0.0 0.0
H 3.963 -1.657 3.340 0.0 0.0 0.0
H 6.149 -1.238 2.908 0.0 0.0 0.0
H -6.428 2.517 -0.977 0.0 0.0 0.0
H 6.051 3.581 -1.337 0.0 0.0 0.0
H -9.538 -1.355 -1.232 0.0 0.0 0.0
H -1.615 -5.493 -0.598 0.0 0.0 0.0
```
Positions in Å, forces in eV/Å.

Calculated total energy ... -64950.942 eV
HOMO energy (alpha / beta) ... -12.8 / -12.9 eV
HOMO-LUMO gap (alpha / beta) ... 3.6 / 3.6 eV
Energy relative to the best compared isomer or geometry (same formula, charge and spin) ... 55.4 kcal/mol
Net charge ... +2